No. 1
Entry from OMol25: C3H8O2 as an isolated structure (the ωB97M-V functional and the def2-TZVPD basis).

XYZ file:
```
13
Properties=species:S:1:pos:R:3:nbo_charge:R:1
C 0.57 -1.39 -0.40 -0.63
C -0.26 -0.13 -0.47 0.04
O -1.63 -0.46 -0.38 -0.70
C -0.04 0.82 0.71 0.12
O -0.87 1.86 0.76 -0.80
H 0.34 -1.94 0.52 0.22
H 1.64 -1.16 -0.42 0.21
H 0.34 -2.04 -1.25 0.23
H -0.05 0.42 -1.40 0.16
H -2.07 0.39 -0.21 0.49
H 0.26 0.33 1.65 0.18
H 1.25 1.33 0.39 0.04
H 0.53 1.96 0.50 0.44
```

Values from the calculation:
Relative energy (zero: lowest compared OMol25 entry of this formula, charge and spin) ... 105.3 kcal per mole
Kohn-Sham gap ... 10.154 eV
Total charge ... 0

***

No. 2
Entry from OMol25: one molecule with the formula C20H25N3O2 (the ωB97M-V functional and the def2-TZVPD basis).

XYZ file:
```
50
Properties=species:S:1:pos:R:3:nbo_charge:R:1
C -6.71 -1.07 -1.52 -0.25
H -7.32 -1.51 -0.73 0.18
O -5.64 -0.33 -0.99 -0.50
C -4.73 -0.97 -0.19 0.25
C -4.75 -2.32 0.11 -0.28
C -3.79 -2.86 0.95 -0.22
C -2.82 -2.06 1.51 -0.22
C -2.79 -0.70 1.22 -0.26
C -3.72 -0.15 0.36 0.19
N -3.75 1.20 0.03 -0.66
C -2.80 2.18 0.29 0.80
O -3.15 3.29 0.66 -0.64
N -1.50 1.85 0.10 -0.46
C -1.02 0.88 -0.87 -0.22
H -1.79 0.13 -1.07 0.23
C 0.25 0.21 -0.36 -0.23
N 1.26 1.21 -0.07 -0.45
C 2.53 0.62 0.31 -0.20
H 2.42 -0.16 1.08 0.17
C 3.28 0.03 -0.90 -0.43
C 4.68 -0.32 -0.52 -0.03
C 4.98 -1.59 -0.04 -0.16
C 6.27 -1.92 0.35 -0.22
C 7.27 -0.97 0.28 -0.22
C 6.98 0.30 -0.19 -0.20
C 5.70 0.62 -0.58 -0.21
H 5.47 1.61 -0.95 0.21
H 7.77 1.05 -0.26 0.21
H 8.28 -1.22 0.58 0.21
H 6.49 -2.91 0.72 0.21
H 4.20 -2.34 0.02 0.20
H 3.28 0.79 -1.69 0.22
H 2.76 -0.85 -1.27 0.21
H 3.15 1.41 0.73 0.20
C 0.76 2.13 0.93 -0.22
C -0.48 2.84 0.40 -0.22
H -0.89 3.53 1.14 0.24
H -0.22 3.40 -0.51 0.19
H 1.53 2.88 1.14 0.21
H 0.51 1.61 1.88 0.16
H 0.62 -0.47 -1.13 0.21
H 0.01 -0.40 0.54 0.17
H -0.78 1.41 -1.80 0.19
H -4.68 1.58 -0.11 0.42
H -2.06 -0.06 1.68 0.22
H -2.08 -2.48 2.18 0.21
H -3.82 -3.92 1.17 0.21
H -5.51 -2.96 -0.30 0.22
H -6.35 -1.86 -2.19 0.18
H -7.30 -0.36 -2.09 0.20
```

Values from the calculation:
Relative energy (zero: lowest compared OMol25 entry of this formula, charge and spin) ... 31.5 kcal per mole
Kohn-Sham gap ... 8.897 eV
Total charge ... 0

***

No. 3
Entry from OMol25: a 15-piece molecular cluster, C15H60O15 overall (the ωB97M-V functional and the def2-TZVPD basis).

XYZ file:
```
90
Properties=species:S:1:pos:R:3:lowdin_charge:R:1
O 2.66 1.00 -1.70 -0.05
H 1.83 1.45 -1.43 0.02
H 3.37 1.57 -1.40 0.07
O -2.00 3.64 -1.33 -0.03
H -1.87 4.44 -0.80 0.08
H -2.11 3.95 -2.23 0.06
O -3.09 -0.93 -2.54 -0.08
H -2.38 -0.63 -3.17 0.01
H -3.62 -1.54 -3.06 0.05
O -1.37 -0.03 -4.57 -0.06
H -1.23 -0.35 -5.46 0.06
H -0.97 0.86 -4.56 0.03
O -4.14 1.54 -1.34 -0.08
H -3.48 2.23 -1.53 -0.02
H -3.74 0.70 -1.63 -0.01
O -4.09 0.75 3.45 -0.08
H -4.40 0.87 2.54 0.03
H -3.24 1.23 3.50 -0.01
O 2.01 -0.16 2.09 -0.05
H 2.08 -1.10 2.31 0.03
H 2.60 -0.04 1.33 0.04
O 0.47 2.28 5.04 -0.05
H 0.77 3.09 5.49 0.06
H 1.15 1.62 5.24 0.06
O -2.27 2.86 4.18 -0.06
H -1.44 2.48 4.50 0.00
H -2.71 3.21 4.96 0.06
O 1.56 3.87 1.80 -0.06
H 0.93 4.51 2.15 0.03
H 1.01 3.15 1.46 -0.02
C -0.46 1.22 1.59 -0.05
C 0.23 1.01 0.27 -0.45
C -0.56 0.05 -0.60 -0.03
O 0.41 2.26 -0.47 -0.09
H -1.49 1.59 1.53 0.09
H 0.09 1.79 2.34 0.06
H -0.63 0.26 2.09 0.07
H 1.24 0.62 0.38 0.09
H -0.69 -0.94 -0.17 0.06
H -0.12 -0.10 -1.59 0.07
H -1.58 0.42 -0.75 0.08
H -0.53 2.42 -0.72 0.06
C 1.13 4.03 -4.45 -0.05
C 0.70 3.02 -5.51 -0.47
C 1.61 1.81 -5.58 -0.04
O -0.63 2.58 -5.21 -0.07
H 0.52 4.94 -4.47 0.08
H 2.14 4.41 -4.68 0.08
H 1.17 3.62 -3.44 0.08
H 0.74 3.54 -6.47 0.14
H 2.64 2.11 -5.75 0.09
H 1.31 1.14 -6.38 0.09
H 1.60 1.33 -4.59 0.07
H -1.24 3.32 -5.27 0.10
C -1.25 -1.15 5.07 -0.05
C -0.68 -1.76 6.36 -0.50
C -0.97 -0.89 7.56 -0.06
O -1.23 -3.04 6.63 -0.04
H -1.08 -1.83 4.23 0.06
H -0.81 -0.18 4.84 0.06
H -2.33 -1.00 5.20 0.09
H 0.40 -1.81 6.18 0.13
H -0.90 0.19 7.37 0.07
H -0.16 -0.98 8.30 0.08
H -1.94 -1.10 7.99 0.08
H -1.15 -3.55 5.81 0.09
C 0.98 -2.51 -3.04 -0.04
C 2.50 -2.43 -3.01 -0.49
C 3.25 -3.53 -3.77 -0.05
O 2.93 -1.18 -3.54 -0.07
H 0.68 -3.55 -2.83 0.07
H 0.52 -2.14 -3.94 0.08
H 0.61 -1.98 -2.16 0.04
H 2.92 -2.49 -2.00 0.13
H 4.28 -3.24 -3.95 0.08
H 2.82 -3.55 -4.79 0.08
H 3.15 -4.53 -3.36 0.07
H 2.63 -0.50 -2.91 0.03
C 0.71 -4.65 -0.04 -0.06
C 0.69 -3.28 0.62 -0.48
C -0.66 -3.01 1.26 -0.05
O 1.65 -3.26 1.69 -0.06
H 0.50 -5.42 0.70 0.09
H 1.70 -4.84 -0.50 0.08
H 0.04 -4.76 -0.89 0.08
H 0.93 -2.53 -0.15 0.10
H -0.88 -3.78 2.01 0.09
H -1.48 -2.98 0.54 0.09
H -0.64 -2.06 1.81 0.05
H 2.41 -3.71 1.30 0.09
```

Values from the calculation:
Relative energy (zero: lowest compared OMol25 entry of this formula, charge and spin) ... 0.0 kcal per mole
Kohn-Sham gap ... 9.772 eV
Total charge ... 0

***

No. 4
Entry from OMol25: ClNO7Rb2 as an isolated structure (the ωB97M-V functional and the def2-TZVPD basis).

XYZ file:
```
11
Properties=species:S:1:pos:R:3:lowdin_charge:R:1
Rb 4.32 1.58 17.47 1.01
Rb -2.17 1.28 16.42 1.00
Cl -3.90 -0.29 19.25 0.62
O -4.35 -1.19 18.21 -0.38
O -4.60 0.98 19.08 -0.41
O -4.19 -0.77 20.56 -0.33
O -2.49 -0.02 19.00 -0.49
N 0.99 1.86 18.14 -0.64
O 1.34 1.65 16.93 -0.18
O -0.19 1.75 18.45 -0.08
O 1.86 2.16 18.98 -0.13
```

Values from the calculation:
Relative energy (zero: lowest compared OMol25 entry of this formula, charge and spin) ... 2.4 kcal per mole
Kohn-Sham gap ... 6.968 eV
Total charge ... 0